Here is C5H8N2 in the gas phase at a distorted geometry from OMol25. Energies are from wB97M-V/def2-TZVPD.

LUMO energy = 0.912 eV
SMILES string = C[C@H]1CN1CC#N
E = -8292.647 eV
Largest force on an atom = 1.891 eV/A
Gap between HOMO and LUMO = 10.3025 eV
Energy above the lowest of the compared OMol25 structures with the same formula, charge and spin = 54.17 kcal per mole
HOMO level = -9.39 eV

The geometry in ORCA input format:
```
! RIJCOSX wB97M-V def2-TZVPD def2/J DEFGRID3
* xyz 0 1
C 0.12 1.57 -1.46
C -0.08 0.18 -0.90
C 1.04 -0.64 -0.42
N 0.27 0.06 0.55
C -0.13 -0.72 1.70
C -1.56 -0.85 1.66
N -2.71 -1.01 1.61
H 0.97 2.07 -1.00
H -0.78 2.15 -1.26
H 0.28 1.57 -2.55
H -0.90 -0.38 -1.35
H 0.90 -1.73 -0.49
H 2.04 -0.26 -0.44
H 0.33 -1.73 1.68
H 0.19 -0.27 2.66
*
```

Formally, the Mulliken partial charges of the atoms, in units of the elementary charge, are as follows:
1. C -1.30
2. C 0.27
3. C -0.64
4. N -0.30
5. C -0.40
6. C 0.32
7. N -0.41
8. H 0.33
9. H 0.30
10. H 0.33
11. H 0.38
12. H 0.38
13. H 0.25
14. H 0.27
15. H 0.22